# 1
ORCA calculation (the ωB97M-V functional and the def2-TZVPD basis) on a structure of composition C24H38Cl4EuN5O2S at a distorted geometry.

Calculated values
- Energy above the lowest of the compared OMol25 structures with the same formula, charge and spin: 33.77 kcal/mol
- Spin multiplicity: 8
- Gap between HOMO and LUMO (spin up / spin down): 6.94 / 7.88 eV
- Highest occupied orbital energy (spin up / spin down): -0.329 / -0.364 Eh
- Charge: +1

Last column: Mulliken charge in e.
Geometry (Å):
Eu: -0.772 0.927 -0.791  0.304
N: 2.209 -3.205 0.363  -0.459
C: 1.816 -4.195 1.375  0.051
C: 0.399 -4.735 1.146  -1.478
C: -0.762 -3.742 1.340  0.016
N: -0.842 -2.667 0.337  -0.149
C: -0.597 -3.019 2.680  -1.239
C: 0.794 -2.375 2.872  0.139
N: 1.048 -1.259 1.845  0.208
C: 1.865 -3.490 2.740  -1.381
H: 1.889 -3.420 -0.573  0.169
H: 3.216 -3.080 0.313  0.243
H: 1.387 -1.703 0.942  0.336
H: 2.505 -5.038 1.369  0.342
H: 0.239 -5.544 1.870  0.475
H: 0.342 -5.184 0.146  0.375
H: -1.674 -4.339 1.354  0.478
H: -1.613 -2.073 0.590  -0.142
H: -1.037 -3.012 -0.591  0.310
H: -0.731 -3.734 3.495  0.562
H: -1.381 -2.258 2.783  0.367
H: 0.852 -1.926 3.857  0.356
H: 1.786 -0.634 2.149  0.498
H: 0.240 -0.678 1.617  0.069
H: 1.669 -4.224 3.527  0.525
H: 2.869 -3.084 2.911  0.422
Cl: -0.348 -1.061 -2.668  -0.179
C: 1.400 -1.229 -2.924  0.897
C: 1.765 -1.824 -4.122  -0.817
C: 3.104 -2.027 -4.391  -0.495
C: 4.049 -1.643 -3.453  -0.705
C: 3.660 -1.046 -2.267  0.252
Cl: 4.945 -0.632 -1.171  -0.196
C: 2.300 -0.782 -1.931  -0.142
S: 1.804 -0.008 -0.438  -0.354
H: 0.996 -2.128 -4.834  0.467
H: 3.413 -2.486 -5.326  0.374
H: 5.108 -1.809 -3.637  0.439
N: 0.935 3.086 -0.800  -0.294
C: 0.801 4.057 -1.913  -0.932
C: 0.068 3.411 -3.083  -0.470
C: -1.444 3.595 -2.995  -0.369
C: -2.237 2.520 -3.723  -0.981
N: -2.533 1.384 -2.803  -0.344
H: 0.986 3.580 0.074  0.168
H: 1.800 2.608 -0.886  0.242
H: 1.772 4.426 -2.227  0.360
H: 0.229 4.913 -1.563  0.378
H: 0.323 2.363 -3.100  0.239
H: 0.419 3.820 -4.032  0.482
H: -1.692 4.581 -3.397  0.466
H: -1.757 3.602 -1.958  0.202
H: -1.661 2.137 -4.562  0.416
H: -3.160 2.935 -4.128  0.370
H: -2.852 0.609 -3.351  0.232
H: -3.326 1.653 -2.263  0.192
Cl: -5.735 0.098 -1.806  -0.141
C: -4.905 -0.965 -0.687  -0.542
Cl: -3.327 -0.344 -0.107  0.004
H: -4.733 -1.899 -1.173  0.326
H: -5.517 -1.078 0.179  0.373
O: -1.728 2.418 0.466  -0.568
C: -1.251 1.844 1.479  0.912
O: -0.949 0.597 1.423  -0.475
C: -0.960 2.632 2.728  0.069
C: -0.605 1.985 3.906  -0.192
C: -0.282 2.726 5.038  -0.715
C: -0.301 4.117 4.983  -0.391
C: -0.663 4.765 3.808  -0.715
C: -0.998 4.020 2.681  -0.390
H: -0.603 0.896 3.934  0.488
H: -0.014 2.222 5.965  0.404
H: -0.034 4.698 5.862  0.387
H: -0.685 5.853 3.769  0.398
H: -1.294 4.504 1.756  0.473

Forces on atoms 1 to 3 (eV/Å):
1.2598 -0.4614 -3.7681
0.0589 -0.0422 -0.2519
-0.3566 0.5191 0.1063

# 2
ORCA calculation (the ωB97M-V functional and the def2-TZVPD basis) on a cluster of 4 separate species, C25H63N5O2P in total at a distorted geometry.

Calculated values
- Gap between HOMO and LUMO: 6.09 eV
- Highest occupied orbital energy: -0.347 Eh
- Charge: +1

Last column: Mulliken charge in e.
Geometry (Å):
C: -1.352 0.909 -1.149  -1.188
C: -0.819 0.253 0.134  0.520
O: -0.452 -1.108 -0.063  -0.144
C: -1.815 0.312 1.312  -1.349
C: -1.178 0.837 2.593  0.916
C: -2.136 0.721 3.799  -1.152
N: -1.316 0.388 5.013  -0.057
C: -0.621 -0.944 4.902  -1.100
C: -0.098 -1.084 3.452  0.289
P: 1.533 -1.986 3.354  0.384
N: 2.605 -1.406 2.386  -0.653
O: 0.068 0.209 2.928  -0.436
H: -2.142 1.628 -0.930  0.421
H: -0.552 1.454 -1.650  0.331
H: -1.756 0.163 -1.838  0.105
H: 0.102 0.763 0.419  0.293
H: -0.959 -1.455 -0.799  -0.212
H: -2.192 -0.704 1.461  0.375
H: -2.679 0.939 1.076  0.657
H: -0.925 1.892 2.458  -0.210
H: -2.887 -0.059 3.686  0.330
H: -2.616 1.681 3.987  0.438
H: -0.618 1.124 5.125  0.428
H: -1.907 0.407 5.842  0.377
H: -1.352 -1.715 5.141  0.320
H: 0.190 -0.939 5.628  0.485
H: -0.817 -1.674 2.873  0.226
H: 1.153 -3.312 3.070  0.101
H: 1.949 -2.047 4.704  0.032
H: 2.263 -0.581 1.907  0.296
C: -2.292 5.255 2.632  -0.979
C: -1.137 6.226 2.427  -0.427
N: -0.165 6.191 3.505  0.089
C: 0.776 7.301 3.480  -0.709
C: 1.740 7.397 2.293  -0.961
C: 0.393 4.889 3.796  -0.732
C: 1.084 4.125 2.658  -0.622
H: -2.760 5.409 3.605  0.329
H: -3.046 5.409 1.860  0.487
H: -1.965 4.212 2.563  -0.167
H: -1.544 7.239 2.391  0.517
H: -0.689 6.039 1.439  0.254
H: 1.351 7.276 4.409  0.366
H: 0.187 8.221 3.524  0.422
H: 2.531 6.650 2.344  0.227
H: 2.222 8.375 2.293  0.397
H: 1.225 7.289 1.337  0.277
H: -0.421 4.259 4.179  0.255
H: 1.085 4.997 4.635  0.364
H: 0.505 4.159 1.733  0.184
H: 1.190 3.073 2.945  0.143
H: 2.084 4.497 2.446  0.352
C: -4.223 -2.464 -1.369  -1.000
C: -3.837 -2.511 -2.839  -0.687
N: -2.399 -2.527 -3.048  0.956
C: -2.012 -2.273 -4.429  -0.266
C: -2.426 -3.296 -5.491  -1.267
C: -1.681 -3.599 -2.376  -0.260
C: -2.089 -5.046 -2.673  -1.474
H: -3.732 -1.625 -0.869  -0.014
H: -5.301 -2.332 -1.274  0.483
H: -3.960 -3.383 -0.843  0.291
H: -4.223 -1.613 -3.328  0.436
H: -4.345 -3.363 -3.311  0.322
H: -0.927 -2.148 -4.460  -0.231
H: -2.424 -1.298 -4.710  0.487
H: -1.840 -4.211 -5.430  0.251
H: -2.262 -2.876 -6.484  0.448
H: -3.482 -3.558 -5.418  0.275
H: -1.775 -3.441 -1.295  0.403
H: -0.616 -3.474 -2.599  -0.076
H: -3.172 -5.175 -2.653  0.292
H: -1.666 -5.710 -1.918  0.457
H: -1.725 -5.384 -3.641  0.287
C: 5.955 -2.998 -3.379  -1.472
C: 4.634 -2.355 -3.771  -0.301
N: 3.478 -3.058 -3.241  0.201
C: 2.222 -2.637 -3.823  -0.831
C: 1.748 -1.200 -3.598  -0.572
C: 3.456 -3.230 -1.798  -0.916
C: 3.510 -1.970 -0.923  -0.279
H: 5.966 -4.054 -3.651  0.340
H: 6.775 -2.502 -3.899  0.446
H: 6.152 -2.915 -2.309  0.297
H: 4.551 -2.372 -4.861  0.465
H: 4.657 -1.292 -3.479  0.257
H: 1.450 -3.319 -3.451  0.327
H: 2.287 -2.818 -4.901  0.307
H: 1.425 -1.037 -2.569  -0.245
H: 0.893 -0.996 -4.246  0.444
H: 2.514 -0.460 -3.833  0.415
H: 4.285 -3.881 -1.514  0.399
H: 2.552 -3.799 -1.559  0.282
H: 4.292 -1.282 -1.253  0.284
H: 3.726 -2.243 0.110  0.388
H: 2.562 -1.434 -0.911  -0.235

Forces on atoms 1 to 3 (eV/Å):
0.1191 0.0770 0.1691
-0.2419 0.0450 -0.1767
0.3265 0.1284 0.2061

# 3
ORCA calculation (the ωB97M-V functional and the def2-TZVPD basis) on a structure of composition C4H7AuO2 at a distorted geometry.

Calculated values
- Energy above the lowest of the compared OMol25 structures with the same formula, charge and spin: 80.48 kcal/mol
- Spin multiplicity: 4
- Gap between HOMO and LUMO (spin up / spin down): 6.03 / 6.90 eV
- Highest occupied orbital energy (spin up / spin down): -0.443 / -0.549 Eh
- Charge: +1

Last column: Mulliken charge in e.
Geometry (Å):
O: 1.622 -0.909 -0.370  -0.168
C: 0.586 -1.059 0.349  0.170
C: -0.724 -0.735 -0.076  -0.539
H: -1.437 -0.551 0.735  0.335
H: 0.772 -1.039 1.439  0.367
H: -1.066 -1.312 -0.941  0.356
Au: 2.824 0.207 -0.665  0.297
C: -0.376 1.007 -2.320  -0.459
C: -0.426 1.081 -0.890  -0.478
O: -0.770 -0.159 -2.993  -0.453
H: 0.398 1.557 -2.874  0.391
H: -1.120 1.896 -0.631  0.339
H: 0.108 1.308 0.040  0.493
H: -1.615 -0.015 -3.438  0.348

Forces on atoms 1 to 3 (eV/Å):
-9.8543 -9.9540 1.8254
0.4459 1.9623 1.5684
-1.1870 1.9602 -1.7706

# 4
ORCA calculation (the ωB97M-V functional and the def2-TZVPD basis) on a structure of composition C32H84BF4N6O10Pd at a distorted geometry.

Calculated values
- Energy above the lowest of the compared OMol25 structures with the same formula, charge and spin: 0.00 kcal/mol
- Spin multiplicity: 3
- Gap between HOMO and LUMO (spin up / spin down): 7.80 / 5.03 eV
- Highest occupied orbital energy (spin up / spin down): -0.381 / -0.381 Eh
- Charge: +1

Last column: Mulliken charge in e.
Geometry (Å):
Pd: -3.500 -1.300 -2.650  -0.197
B: -0.766 -0.203 -0.446  -2.320
F: -1.172 0.011 0.869  0.484
F: -0.119 0.866 -1.004  -0.972
F: 0.083 -1.338 -0.500  0.185
F: -1.958 -0.483 -1.242  3.080
C: -1.548 0.082 3.922  0.306
C: -2.889 0.114 4.649  -0.583
O: -2.912 0.969 5.765  -0.542
H: -1.447 0.914 3.227  -0.308
H: -1.422 -0.858 3.385  -0.241
H: -0.717 0.168 4.629  0.439
H: -3.080 -0.909 5.015  0.346
H: -3.686 0.351 3.948  0.209
H: -2.248 0.645 6.381  0.341
C: -2.871 -1.481 -6.098  -1.115
O: -3.107 -0.757 -4.901  0.214
C: -2.916 0.633 -5.071  -1.501
C: -2.635 1.290 -3.747  0.333
N: -3.671 1.001 -2.717  0.616
C: -5.014 1.456 -3.160  -0.881
C: -5.295 2.951 -3.396  -0.688
O: -4.603 3.449 -4.501  -0.209
C: -4.802 4.823 -4.657  -0.832
H: -3.198 -2.502 -5.963  0.249
H: -1.815 -1.397 -6.397  0.353
H: -3.388 -1.016 -6.951  0.393
H: -3.735 1.070 -5.661  0.454
H: -2.060 0.812 -5.744  0.592
H: -2.448 2.357 -3.860  0.638
H: -1.682 0.874 -3.398  -0.127
H: -3.375 1.666 -1.910  -0.177
H: -5.770 1.150 -2.427  0.392
H: -5.328 0.928 -4.070  0.424
H: -5.123 3.517 -2.469  0.297
H: -6.383 2.946 -3.596  0.508
H: -4.251 5.147 -5.537  0.259
H: -4.501 5.418 -3.794  0.308
H: -5.862 5.029 -4.867  0.322
C: 1.629 0.556 2.156  -0.326
O: 2.203 0.558 3.420  -0.457
C: 2.643 -0.717 3.758  -0.039
C: 3.516 -0.626 4.976  -1.027
N: 4.685 0.179 4.644  -0.278
C: 5.548 0.349 5.812  -0.655
C: 6.665 1.326 5.525  -0.396
O: 7.401 1.455 6.676  -0.293
C: 8.279 2.588 6.661  -0.696
H: 1.289 1.538 1.854  0.259
H: 0.833 -0.201 2.074  -0.024
H: 2.336 0.189 1.379  0.205
H: 3.213 -1.186 2.942  0.272
H: 1.747 -1.338 3.955  0.266
H: 3.840 -1.630 5.251  0.392
H: 2.943 -0.181 5.804  0.404
H: 4.302 1.108 4.447  0.206
H: 6.017 -0.606 6.067  0.275
H: 5.027 0.728 6.706  0.269
H: 6.226 2.292 5.197  0.312
H: 7.312 1.007 4.693  0.317
H: 9.022 2.487 5.854  0.283
H: 8.754 2.633 7.630  0.248
H: 7.703 3.498 6.436  0.304
C: -5.081 -0.173 0.346  -0.562
O: -4.409 -1.122 -0.486  -0.056
C: -4.004 -2.273 0.241  -0.999
C: -3.087 -3.192 -0.602  0.393
N: -3.706 -3.413 -1.915  -0.148
C: -2.964 -4.330 -2.803  -0.966
C: -1.603 -3.821 -3.246  -0.692
O: -1.604 -2.375 -3.271  0.715
C: -0.284 -1.873 -3.599  -1.212
H: -4.494 0.001 1.252  -0.005
H: -6.067 -0.549 0.628  0.264
H: -5.164 0.750 -0.217  0.187
H: -4.912 -2.825 0.525  0.623
H: -3.448 -2.011 1.148  0.245
H: -3.076 -4.123 -0.016  0.707
H: -2.086 -2.788 -0.628  -0.771
H: -4.592 -3.889 -1.750  0.301
H: -3.563 -4.422 -3.713  0.394
H: -2.822 -5.325 -2.374  0.394
H: -1.347 -4.224 -4.229  0.400
H: -0.857 -4.142 -2.505  0.347
H: 0.491 -2.357 -3.015  0.519
H: -0.308 -0.810 -3.403  -0.222
H: -0.085 -2.064 -4.659  0.542
C: 3.303 1.903 -1.791  -1.089
C: 3.800 0.655 -2.512  0.419
C: 5.016 0.072 -1.846  -0.611
O: 6.125 0.871 -2.201  -0.320
C: 7.259 0.556 -1.454  -0.711
N: 2.737 -0.371 -2.648  -0.496
H: 2.327 2.228 -2.158  0.328
H: 4.011 2.723 -1.932  0.470
H: 3.177 1.713 -0.720  0.040
H: 4.027 0.960 -3.536  0.221
H: 5.134 -0.946 -2.268  0.417
H: 4.890 0.017 -0.755  0.278
H: 8.070 1.236 -1.684  0.258
H: 7.573 -0.480 -1.660  0.287
H: 7.066 0.620 -0.370  0.292
H: 2.636 -0.941 -1.810  0.194
H: 1.852 0.111 -2.731  0.065
C: -0.772 3.665 0.845  -1.037
C: -1.966 3.734 -0.104  -0.146
C: -1.695 4.522 -1.374  -0.097
O: -1.216 5.768 -1.049  -0.431
C: -0.815 6.498 -2.194  -0.653
N: -2.439 2.355 -0.459  -0.189
H: -0.366 4.630 1.146  0.488
H: 0.074 3.126 0.382  0.061
H: -0.977 3.050 1.727  0.226
H: -2.794 4.203 0.442  0.494
H: -2.629 4.593 -1.965  0.019
H: -1.000 3.991 -2.060  0.327
H: -0.328 7.415 -1.896  0.299
H: -1.655 6.650 -2.887  0.231
H: -0.076 5.913 -2.782  0.284
H: -1.594 1.798 -0.663  -0.177
H: -2.691 1.897 0.425  0.203
C: -0.478 -3.922 2.506  -1.120
C: 0.837 -4.198 1.808  1.640
C: 1.356 -5.600 1.998  -0.793
O: 1.880 -5.864 3.241  -0.354
C: 3.040 -5.177 3.526  -0.425
N: 0.697 -3.972 0.349  -0.582
H: -0.864 -2.925 2.265  -0.154
H: -0.386 -4.018 3.590  0.452
H: -1.246 -4.647 2.203  0.274
H: 1.625 -3.530 2.181  -0.537
H: 2.079 -5.818 1.196  0.349
H: 0.540 -6.316 1.866  0.320
H: 3.341 -5.450 4.532  0.297
H: 2.920 -4.080 3.527  0.005
H: 3.836 -5.384 2.797  0.313
H: 1.655 -3.822 0.024  0.282
H: 0.253 -3.057 0.247  -0.177

Forces on atoms 1 to 3 (eV/Å):
-0.0228 0.6976 0.1968
0.3493 -1.4694 0.5872
-0.1971 0.0264 -0.4879